# C2H3Cl2PS

The molecule C2H3Cl2PS in a non-equilibrium geometry (ωB97M-V/def2-TZVPD, OMol25).

Element x y z (Å)
C -0.135 -0.534 -0.110
C 1.121 0.186 -0.199
P 1.837 1.443 -1.352
S -0.052 -2.352 0.542
Cl 3.538 0.169 -1.432
Cl 1.075 0.954 -3.129
H -0.677 -0.034 0.709
H -0.749 -0.443 -1.009
H 1.783 -0.012 0.638

As for the molar mass: 160.99 Da. The calculation puts the highest occupied orbital energy (spin up / spin down) at -0.2892 / -0.2931 Ha. The HOMO-LUMO gap (spin up / spin down) comes out at 5.1369 / 5.2375 eV.



# C24H50Cl2IrO4P2Si2

A structure of composition C24H50Cl2IrO4P2Si2 in a non-equilibrium geometry (ωB97M-V/def2-TZVPD, OMol25).

Element x y z (Å)
Ir 0.269 0.197 -0.144
C 1.455 -2.003 -0.475
C 1.520 -1.350 -1.844
C 2.002 -0.036 -1.578
Si 0.477 -1.994 -3.259
C 2.579 0.008 -0.242
C 2.489 -1.269 0.366
Si 2.713 -1.758 2.158
H 1.353 -3.394 -0.401
H 2.119 0.737 -2.332
H 3.165 0.833 0.149
Cl -1.850 3.141 0.601
C 2.790 -3.611 2.338
C 4.245 -0.943 2.832
C 0.483 -3.858 -3.304
C 1.081 -1.291 -4.876
H 5.068 -1.236 2.161
H 4.462 -1.338 3.831
H 4.208 0.151 2.886
H 1.834 -4.055 2.644
H 3.556 -3.877 3.077
H 3.073 -4.053 1.372
H 2.156 -1.524 -4.924
H 0.951 -0.209 -5.000
H 0.586 -1.803 -5.709
H 1.369 -4.218 -2.764
H 0.544 -4.205 -4.344
H -0.399 -4.302 -2.822
C 1.080 -1.132 2.897
C -1.250 -1.404 -2.716
P 0.444 0.463 2.212
H 1.212 -1.050 3.988
H 0.298 -1.887 2.709
P -1.269 0.268 -1.928
H -1.639 -2.122 -1.971
H -1.923 -1.429 -3.590
C -3.106 0.594 -1.830
C -0.699 1.379 -3.341
C 1.801 1.665 2.732
C -0.945 0.844 3.412
C -2.299 0.378 2.875
H -0.939 1.949 3.446
C -0.799 0.304 4.843
H -0.838 -0.795 4.870
H -1.659 0.676 5.420
H 0.107 0.638 5.358
H -2.595 0.974 2.011
H -3.066 0.524 3.652
H -2.290 -0.686 2.594
H 2.653 1.337 2.115
C 2.209 1.622 4.211
C 1.475 3.108 2.348
H 2.465 0.626 4.588
H 1.439 2.057 4.862
H 3.107 2.248 4.319
H 1.321 3.236 1.271
H 2.326 3.736 2.648
H 0.584 3.468 2.879
H 0.354 1.079 -3.469
C -0.716 2.858 -2.955
C -1.435 1.200 -4.676
H -1.484 0.166 -5.035
H -0.885 1.779 -5.433
H -2.454 1.608 -4.645
H -0.085 3.078 -2.087
H -1.737 3.203 -2.746
H -0.332 3.435 -3.808
C -3.677 0.205 -0.465
C -3.988 -0.056 -2.907
H -3.165 1.691 -1.938
H -3.998 -1.152 -2.817
H -3.711 0.209 -3.931
H -5.017 0.295 -2.745
H -3.446 -0.838 -0.202
H -4.771 0.324 -0.481
H -3.290 0.862 0.314
C -1.782 4.901 0.520
H -0.796 5.190 0.109
H -2.602 5.238 -0.127
H -1.925 5.288 1.536
O -1.420 -4.788 -0.673
Cl -0.589 -4.305 0.426
O -0.524 -5.212 1.564
O 1.013 -4.399 -0.225
O 0.224 -1.838 0.064

As for the molar mass: 783.90 Da. The calculation puts the highest occupied orbital energy (spin up / spin down) at -0.2090 / -0.2873 Ha. As for the expectation value of S²: 8.7797. The HOMO-LUMO gap (spin up / spin down) comes out at 5.9501 / 6.3476 eV. As for the multiplicity: 6.



# C3H3BrO

The molecule C3H3BrO in a non-equilibrium geometry (ωB97M-V/def2-TZVPD, OMol25).

Element x y z (Å)
C -1.401 0.022 -0.049
C -0.260 -0.550 0.181
C 1.223 0.542 0.168
O 1.187 1.705 0.005
Br 2.888 -0.665 0.031
H -2.200 -0.588 -0.309
H -1.341 1.148 -0.091
H -0.097 -1.615 0.064

As for the molar mass: 134.96 Da. The calculation puts the highest occupied orbital energy (spin up / spin down) at -0.2269 / -0.3966 Ha. As for the expectation value of S²: 2.0172. The HOMO-LUMO gap (spin up / spin down) comes out at 6.3504 / 6.8369 eV. As for the multiplicity: 3.



# C7H14N2S

The molecule C7H14N2S in a non-equilibrium geometry (ωB97M-V/def2-TZVPD, OMol25).

Element x y z (Å)
C -0.281 2.303 0.570
C 0.908 1.526 -0.054
N 0.707 0.110 0.099
C 1.856 -0.591 -0.548
C 1.979 -1.917 0.034
C -0.551 -0.430 -0.512
C -1.359 -1.070 0.660
S -3.164 -1.450 0.112
C -3.675 0.102 -0.345
N -4.200 1.172 -0.522
H 0.079 3.333 0.472
H -0.399 1.953 1.691
H -1.182 2.223 0.002
H 1.807 1.946 0.327
H 0.874 1.682 -1.172
H 1.791 -0.563 -1.668
H 2.857 -0.166 -0.287
H 0.956 -2.458 0.043
H 2.767 -2.477 -0.359
H 2.064 -1.839 1.117
H -1.093 0.396 -1.068
H -0.223 -1.228 -1.208
H -1.554 -0.510 1.523
H -0.966 -2.045 1.094

As for the molar mass: 158.27 Da. The calculation puts the highest occupied orbital energy at -0.3320 Ha. Its SMILES is CCN(CC)CCSC#N. The HOMO-LUMO gap comes out at 9.5571 eV.



# C6H12N2

The molecule C6H12N2 (ωB97M-V/def2-TZVPD, OMol25).

Element x y z (Å)
H -0.674 1.161 2.590
N -0.734 0.573 1.766
C 0.255 0.693 0.973
C 1.440 1.610 1.176
N 0.278 -0.074 -0.150
C 1.345 -0.030 -1.119
C -0.819 -0.947 -0.409
C -0.663 -2.258 -0.320
C -2.093 -0.269 -0.806
H 1.302 2.193 2.088
H 2.360 1.033 1.269
H 1.544 2.299 0.343
H 1.395 0.944 -1.622
H 2.317 -0.228 -0.661
H 1.159 -0.794 -1.871
H 0.267 -2.697 -0.015
H -1.468 -2.936 -0.541
H -2.855 -0.997 -1.062
H -1.916 0.389 -1.654
H -2.442 0.335 0.026

As for the molar mass: 112.18 Da. The calculation puts the highest occupied orbital energy at -0.3089 Ha. Its SMILES is [H]/N=C(\C)N(C)C(=C)C. The HOMO-LUMO gap comes out at 9.3051 eV.



# C39H67FN5O8S3

A cluster of 4 separate species, C39H67FN5O8S3 in total in a non-equilibrium geometry (ωB97M-V/def2-TZVPD, OMol25).

Element x y z (Å)
C 4.204 -4.995 2.237
C 4.811 -3.586 2.198
C 3.749 -2.509 1.962
C 4.413 -1.184 1.548
N 3.602 -0.413 0.537
C 3.121 0.838 1.132
C 2.056 1.531 0.278
C 0.667 1.589 0.930
C -0.414 1.639 -0.166
C -1.771 1.223 0.292
N -2.774 2.161 0.298
C -4.021 1.907 0.654
C -4.394 0.617 1.054
C -5.727 0.329 1.409
C -6.115 -0.902 1.766
C -7.541 -1.148 2.178
S -8.686 0.094 1.560
O -8.399 0.363 0.182
O -8.729 1.181 2.492
C -5.157 -1.953 1.798
C -5.535 -3.344 2.219
C -6.419 -4.131 1.232
C -5.669 -4.742 0.047
C -5.124 -3.742 -0.968
C -6.231 -2.979 -1.718
C -5.699 -1.614 -2.075
O -6.660 -0.902 -2.873
C -6.158 0.131 -3.583
C -5.071 0.980 -2.986
O -6.583 0.373 -4.660
C -3.832 -1.689 1.480
O -2.924 -2.725 1.503
C -3.412 -0.408 1.088
C -2.095 -0.050 0.686
F -1.125 -0.960 0.662
C 4.357 -0.210 -0.625
S 4.879 1.214 -1.197
S 4.786 -1.682 -1.520
C 3.241 -2.632 -1.551
C 2.041 -1.848 -2.057
C 0.754 -2.695 -1.925
H 3.340 -4.994 2.895
H 4.953 -5.690 2.599
H 3.918 -5.268 1.226
H 5.329 -3.354 3.126
H 5.550 -3.565 1.399
H 3.090 -2.806 1.155
H 3.220 -2.373 2.902
H 4.547 -0.553 2.423
H 5.401 -1.375 1.150
H 3.921 1.540 1.366
H 2.671 0.566 2.086
H 1.980 0.978 -0.656
H 2.364 2.530 -0.012
H 0.520 0.769 1.625
H 0.617 2.534 1.469
H -0.447 2.653 -0.559
H -0.127 1.002 -1.001
H -2.545 3.099 -0.002
H -4.763 2.688 0.611
H -6.415 1.156 1.393
H -7.941 -2.099 1.851
H -7.627 -1.092 3.264
H -9.866 -0.574 1.605
H -6.091 -3.242 3.155
H -4.672 -3.952 2.442
H -7.259 -3.565 0.848
H -6.849 -4.957 1.794
H -4.898 -5.428 0.389
H -6.391 -5.359 -0.489
H -4.417 -3.056 -0.507
H -4.576 -4.305 -1.720
H -6.443 -3.503 -2.645
H -7.148 -2.901 -1.140
H -5.473 -1.054 -1.167
H -4.792 -1.770 -2.659
H -5.150 1.994 -3.351
H -5.050 0.941 -1.900
H -4.117 0.579 -3.329
H -2.390 -2.660 2.305
H 3.016 -3.010 -0.560
H 3.404 -3.495 -2.189
H 2.186 -1.576 -3.098
H 1.912 -0.936 -1.483
H 0.928 -3.606 -1.357
H 0.382 -2.963 -2.908
H -0.014 -2.142 -1.391
C 6.392 6.077 -0.828
O 5.673 5.763 0.103
N 7.196 5.228 -1.493
C 8.026 5.654 -2.604
C 7.223 3.836 -1.077
H 6.438 7.109 -1.214
H 7.757 5.100 -3.505
H 9.077 5.466 -2.371
H 7.890 6.717 -2.790
H 6.224 3.414 -1.154
H 7.541 3.770 -0.035
H 7.909 3.274 -1.706
C 9.380 5.077 -5.931
O 8.257 4.644 -6.108
N 10.466 4.320 -5.691
C 11.780 4.898 -5.480
C 10.310 2.875 -5.644
H 9.600 6.158 -5.946
H 12.477 4.534 -6.236
H 12.157 4.625 -4.492
H 11.724 5.982 -5.547
H 9.921 2.511 -6.595
H 9.602 2.600 -4.862
H 11.272 2.412 -5.443
C -4.945 -1.366 6.565
O -4.110 -2.168 6.193
N -5.198 -0.201 5.935
C -6.217 0.733 6.382
C -4.405 0.104 4.761
H -5.579 -1.535 7.450
H -6.964 0.882 5.599
H -5.764 1.696 6.624
H -6.712 0.346 7.269
H -4.538 -0.675 4.012
H -3.349 0.143 5.037
H -4.714 1.062 4.347

As for the molar mass: 849.19 Da. The calculation puts the highest occupied orbital energy at -0.3684 Ha. The HOMO-LUMO gap comes out at 5.6336 eV. As for the net charge: +1.



# C4H10NO3

A cluster of 2 separate species, C4H10NO3 in total in a non-equilibrium geometry (ωB97M-V/def2-TZVPD, OMol25).

Element x y z (Å)
C 1.021 1.402 -0.298
O 0.223 2.433 0.049
C 0.691 -0.105 0.144
C -0.379 -0.906 -0.549
C -0.125 -2.319 -0.008
O 0.774 -2.994 -0.450
N 0.537 -0.051 1.612
H 1.260 1.386 -1.387
H 1.993 1.559 0.315
H 1.710 -0.557 0.000
H -1.383 -0.561 -0.285
H -0.491 -0.856 -1.656
H -0.826 -2.808 0.720
H -0.354 0.298 1.940
H 1.161 0.652 2.010
H -2.518 2.067 -1.306
H -1.391 2.078 -0.159
O -2.247 1.650 -0.487

As for the molar mass: 120.13 Da. The calculation puts the highest occupied orbital energy at -0.1190 Ha. The HOMO-LUMO gap comes out at 7.1303 eV. As for the net charge: -1.



# C31H27N5S2TeW

A structure of composition C31H27N5S2TeW in a non-equilibrium geometry (ωB97M-V/def2-TZVPD, OMol25).

Element x y z (Å)
W 10.533 18.496 10.249
N 12.921 20.309 11.825
C 14.186 19.827 11.982
C 14.963 20.298 13.084
C 16.071 19.539 13.482
C 16.630 18.586 12.636
C 16.096 18.470 11.331
C 14.894 19.077 11.014
S 14.207 18.776 9.381
N 12.489 19.015 9.952
C 12.137 20.162 10.725
C 9.210 18.667 11.657
C 8.152 19.244 12.341
C 7.579 18.268 13.120
C 8.296 17.055 13.445
C 9.362 16.645 12.706
N 9.792 17.470 11.675
H 12.800 21.235 12.278
H 14.663 21.157 13.669
H 16.433 19.647 14.519
H 17.522 18.059 12.935
H 16.728 18.096 10.461
H 8.032 20.286 12.381
H 6.492 18.408 13.298
H 7.956 16.381 14.336
H 9.910 15.700 12.943
Te 10.114 21.379 10.357
C 11.016 22.628 8.696
C 12.291 22.555 8.126
C 12.802 23.436 7.162
C 12.001 24.536 6.792
C 10.748 24.684 7.440
C 10.353 23.841 8.434
C 10.696 23.169 11.527
C 9.697 23.794 12.281
C 9.853 25.105 12.765
C 11.112 25.589 12.878
C 12.174 24.953 12.127
C 11.968 23.758 11.481
H 12.878 21.699 8.428
H 13.847 23.232 6.875
H 12.224 25.431 6.104
H 10.034 25.506 7.202
H 9.373 24.016 8.981
H 8.767 23.282 12.389
H 8.975 25.585 13.268
H 11.370 26.529 13.409
H 13.161 25.516 12.268
H 12.654 23.389 10.788
N 10.426 14.931 7.647
C 10.735 16.017 8.367
S 9.908 17.571 8.066
N 11.636 15.980 9.332
C 12.135 14.878 10.003
C 12.969 15.011 11.076
C 13.845 14.011 11.545
C 13.992 12.785 10.877
C 13.053 12.571 9.870
C 11.986 13.455 9.573
H 9.739 15.104 6.937
H 11.043 14.109 7.661
H 12.035 16.882 9.577
H 12.966 15.959 11.615
H 14.421 14.180 12.532
H 14.783 12.094 11.029
H 13.061 11.617 9.351
H 11.162 13.037 9.006

As for the molar mass: 845.17 Da. The calculation puts the highest occupied orbital energy (spin up / spin down) at -0.6766 / -0.6778 Ha. As for the expectation value of S²: 2.1778. The HOMO-LUMO gap (spin up / spin down) comes out at 5.0268 / 4.3576 eV. As for the multiplicity: 3. As for the net charge: +4.



# C30H60O30S5

A cluster of 10 separate species, C30H60O30S5 in total in a non-equilibrium geometry (ωB97M-V/def2-TZVPD, OMol25).

Element x y z (Å)
C 9.980 17.741 21.483
C 10.481 18.822 20.561
O 9.266 19.589 20.216
S 9.328 20.398 18.795
C 8.786 19.177 17.675
O 8.388 21.453 18.965
O 10.658 20.750 18.464
H 10.740 17.205 21.981
H 9.251 17.185 20.894
H 9.537 18.333 22.306
H 11.085 19.561 21.084
H 10.852 18.275 19.669
H 9.530 18.378 17.686
H 8.881 19.519 16.571
H 7.831 18.803 18.022
C 13.840 14.415 7.982
C 12.678 13.703 8.623
O 11.508 14.560 8.398
S 10.853 15.346 9.570
C 10.246 16.705 8.618
O 9.761 14.622 10.097
O 11.838 15.857 10.517
H 14.637 13.721 8.159
H 14.133 15.384 8.468
H 13.703 14.462 6.943
H 12.377 12.829 8.071
H 12.861 13.607 9.664
H 11.080 17.269 8.315
H 9.613 17.273 9.298
H 9.767 16.267 7.747
C 16.758 16.663 17.688
C 17.417 16.113 16.468
O 17.775 14.735 16.808
S 18.577 13.923 15.661
C 18.726 12.391 16.508
O 17.770 13.789 14.484
O 19.863 14.561 15.469
H 16.663 17.755 17.654
H 17.310 16.494 18.633
H 15.696 16.340 17.714
H 16.671 16.106 15.620
H 18.279 16.627 16.123
H 19.413 12.563 17.388
H 19.259 11.730 15.755
H 17.755 12.002 16.830
C 19.919 14.535 10.834
C 19.333 15.380 12.018
O 18.388 16.304 11.445
S 17.663 17.208 12.531
C 17.330 18.684 11.598
O 16.518 16.515 13.068
O 18.496 17.661 13.609
H 20.883 14.947 10.551
H 19.223 14.597 10.036
H 20.097 13.512 11.173
H 18.709 14.734 12.633
H 20.074 15.971 12.542
H 16.751 19.457 12.233
H 16.644 18.334 10.812
H 18.274 19.098 11.221
C 11.385 13.742 14.325
C 11.130 15.125 14.813
O 11.832 15.489 16.023
S 12.676 16.851 15.986
C 14.024 16.435 14.967
O 11.824 17.769 15.208
O 13.022 17.145 17.340
H 10.809 13.516 13.450
H 11.167 13.003 15.061
H 12.439 13.603 14.135
H 11.210 15.776 13.992
H 10.067 15.166 15.209
H 14.885 16.038 15.497
H 14.266 17.293 14.414
H 13.715 15.798 14.247
O 12.743 10.102 16.207
C 13.003 10.943 17.065
O 12.181 11.965 17.361
C 12.897 12.943 18.150
C 14.163 12.137 18.623
O 14.060 10.963 17.827
H 13.156 13.838 17.593
H 12.167 13.259 18.884
H 14.029 11.753 19.709
H 15.104 12.630 18.385
O 7.792 9.024 11.323
C 8.233 10.041 11.067
O 8.745 10.441 9.835
C 9.270 11.863 9.936
C 8.706 12.287 11.272
O 8.208 11.143 11.926
H 10.362 11.818 9.891
H 8.879 12.358 9.071
H 7.876 13.009 11.040
H 9.471 12.754 11.884
O 14.813 12.563 15.631
C 15.106 12.675 14.486
O 15.813 11.712 13.779
C 16.069 12.221 12.440
C 15.200 13.502 12.356
O 14.791 13.669 13.693
H 17.080 12.523 12.362
H 15.877 11.474 11.695
H 14.270 13.476 11.784
H 15.867 14.337 12.111
O 12.599 11.184 10.898
C 12.313 10.378 11.753
O 11.012 10.259 12.228
C 10.903 9.022 12.914
C 12.355 8.716 13.343
O 13.094 9.386 12.319
H 10.221 9.189 13.708
H 10.529 8.330 12.205
H 12.502 7.623 13.305
H 12.657 9.100 14.357
O 14.834 21.487 13.471
C 13.962 21.319 14.270
O 13.774 20.286 15.122
C 12.700 20.704 16.046
C 11.856 21.577 15.119
O 12.889 22.213 14.348
H 12.282 19.761 16.423
H 13.134 21.229 16.895
H 11.249 22.341 15.652
H 11.198 20.882 14.572

As for the molar mass: 1061.12 Da. The calculation puts the highest occupied orbital energy at -0.3876 Ha. Its SMILES is CCOS(C)(=O)=O.CCOS(C)(=O)=O.CCOS(C)(=O)=O.CCOS(C)(=O)=O.CCOS(C)(=O)=O.O=C1OCCO1.O=C1OCCO1.O=C1OCCO1.O=C1OCCO1.O=C1OCCO1. The HOMO-LUMO gap comes out at 10.6563 eV.